Arrangement a

The following is a quantum chemistry calculation of C25H30N4O2 in the gas phase, from the OMol25 dataset.

Positions of all 61 atoms, in Å:
C 4.7828 -2.2262 0.9263
N 4.1165 -1.1907 1.6839
C 2.6965 -1.3890 1.8408
C 1.8548 -1.6306 0.6120
C 0.5199 -2.0351 0.7475
N -0.2719 -2.2017 -0.2938
C 0.2579 -2.0041 -1.4981
C 1.5880 -1.6553 -1.6449
N 2.3737 -1.4598 -0.5950
C 4.5381 0.1655 1.3739
C 4.0853 0.7038 0.0370
C 4.8095 0.4421 -1.1132
C 4.3701 0.8720 -2.3541
C 3.1936 1.5883 -2.4442
C 2.4641 1.8853 -1.3044
C 2.8998 1.4502 -0.0595
O 2.2682 1.7229 1.1243
C 0.9993 2.3222 1.1198
C -0.1074 1.3644 0.6607
O -0.4199 0.4984 1.7218
C -1.3787 2.1176 0.2357
N -2.4382 1.1441 0.0564
C -2.4402 0.5093 -1.2492
C -3.2168 -0.7982 -1.1474
C -4.5668 -0.5691 -0.5331
C -5.5775 -1.5118 -0.6791
C -6.8228 -1.3117 -0.1154
C -7.0731 -0.1555 0.6054
C -6.0733 0.7856 0.7590
C -4.8177 0.5883 0.1971
C -3.7609 1.6475 0.3663
H 4.4911 -3.1941 1.3356
H 5.8598 -2.1106 1.0517
H 4.5431 -2.2125 -0.1433
H 2.2816 -0.5120 2.3474
H 2.5515 -2.2507 2.5074
H 0.0827 -2.2135 1.7198
H -0.4041 -2.1391 -2.3426
H 2.0497 -1.5128 -2.6127
H 5.6312 0.1727 1.4153
H 4.1552 0.8120 2.1673
H 5.7341 -0.1105 -1.0347
H 4.9427 0.6492 -3.2420
H 2.8336 1.9297 -3.4043
H 1.5540 2.4574 -1.4040
H 0.8125 2.5868 2.1637
H 0.9905 3.2363 0.5125
H 0.2733 0.7762 -0.1911
H -1.3049 0.1487 1.5240
H -1.6575 2.7948 1.0474
H -1.1908 2.7179 -0.6685
H -2.8978 1.1674 -2.0095
H -1.4120 0.3048 -1.5525
H -2.6458 -1.4964 -0.5277
H -3.3272 -1.2469 -2.1367
H -5.3781 -2.4110 -1.2446
H -7.5984 -2.0530 -0.2388
H -8.0442 0.0107 1.0474
H -6.2638 1.6889 1.3217
H -4.0262 2.5101 -0.2779
H -3.7633 1.9986 1.4032

HOMO level   -7.9 eV
Spin multiplicity   1
Charge   0
SMILES string   CN(Cc1cnccn1)Cc1ccccc1OC[C@@H](O)CN1CCc2ccccc2C1

***

Arrangement b

The following is a quantum chemistry calculation of C25H30N4O2 in the gas phase, from the OMol25 dataset.

Positions of all 61 atoms, in Å:
C -6.9900 1.0884 2.0138
O -6.5652 2.3544 2.4537
C -5.3110 2.7741 2.1200
C -4.9464 4.0333 2.5998
C -3.6983 4.5456 2.3134
C -2.7994 3.8223 1.5484
C -3.1492 2.5665 1.0643
C -2.2037 1.7860 0.2536
C -2.0554 0.4143 0.4422
C -1.1586 -0.3233 -0.3044
C -0.3811 0.3034 -1.2728
N 0.5744 -0.3711 -2.0363
C 0.8151 -1.7118 -2.1166
O 0.1286 -2.5592 -1.5863
C 2.0565 -2.0239 -2.9433
C 2.1339 -3.5227 -3.2578
C 3.5830 -3.9681 -3.4232
C 4.3568 -3.7619 -2.1087
N 3.8776 -2.6278 -1.3358
C 3.0975 -2.9350 -0.1519
C 3.9495 -2.7462 1.1094
C 4.4033 -1.2917 1.2517
N 3.2940 -0.3823 1.3545
C 2.3922 -0.2903 2.3505
C 1.5184 0.7177 2.0132
C 1.9841 1.1799 0.7778
N 3.0505 0.5026 0.3927
C 3.3414 -1.5900 -2.1742
C -0.5312 1.6743 -1.4784
C -1.4259 2.4031 -0.7243
C -4.4095 2.0467 1.3562
H -8.0001 0.9652 2.4019
H -7.0136 1.0277 0.9208
H -6.3524 0.2901 2.4079
H -5.6595 4.5844 3.1918
H -3.4216 5.5186 2.6919
H -1.8174 4.2215 1.3446
H -2.6329 -0.0825 1.2079
H -1.0536 -1.3822 -0.1399
H 1.1899 0.2346 -2.5618
H 2.0028 -1.4440 -3.8706
H 1.6686 -4.0731 -2.4374
H 1.5642 -3.7426 -4.1623
H 3.6210 -5.0198 -3.7089
H 4.0451 -3.3907 -4.2271
H 5.4196 -3.6012 -2.3342
H 4.2859 -4.6582 -1.4896
H 2.7145 -3.9615 -0.1708
H 2.2339 -2.2704 -0.0874
H 3.3687 -3.0457 1.9835
H 4.8361 -3.3781 1.0488
H 5.0425 -1.1827 2.1345
H 4.9635 -1.0027 0.3610
H 2.4361 -0.9247 3.2128
H 0.6712 1.0697 2.5644
H 1.5913 1.9708 0.1712
H 4.1164 -1.3302 -2.9011
H 3.1494 -0.7073 -1.5576
H 0.0659 2.1682 -2.2335
H -1.5374 3.4622 -0.9048
H -4.6741 1.0804 0.9565

HOMO level   -7.9 eV
Spin multiplicity   1
Charge   0
SMILES string   COc1cccc(-c2ccc(NC(=O)[C@@H]3CCCN(CCCn4cccn4)C3)cc2)c1

***

Arrangement c

The following is a quantum chemistry calculation of C25H30N4O2 in the gas phase, from the OMol25 dataset.

Positions of all 61 atoms, in Å:
C 3.2390 -6.9608 -5.0267
C 2.2539 -5.8850 -4.3308
C 1.6685 -6.2198 -3.0131
C 0.9137 -5.3606 -2.4995
C 0.5428 -4.0948 -3.2797
C -0.3194 -3.2016 -2.3888
N 0.2632 -2.7962 -1.0956
C 1.4111 -2.0502 -1.7023
C 2.2535 -1.1580 -0.6662
N 1.4061 -0.4073 0.3666
C 1.0520 0.8555 -0.2499
C 0.6666 1.7999 0.6175
C -0.5309 2.6226 0.3211
C -1.2756 3.4131 1.2495
C -0.6845 3.6154 2.3445
O -1.2939 4.4540 3.3580
C -1.4344 5.5881 3.3251
N -1.5037 6.1128 1.9869
C -1.9465 7.1941 1.8611
C -2.4766 8.1631 2.8548
C -2.5357 7.2385 4.1204
N -2.1749 6.1394 4.1416
C 0.5220 2.8939 2.8458
C 1.1464 2.0676 1.7709
C 0.1381 -1.0800 0.5985
C -0.4379 -1.6381 -0.5317
C -1.6860 -2.4732 0.1029
C -1.5263 -3.6512 0.9890
O -0.5253 -4.7612 0.5972
C 1.1929 -3.9351 -4.4006
C 2.1555 -4.8429 -5.0273
H 3.7396 -6.5285 -5.7670
H 4.0599 -7.3817 -4.1701
H 2.5298 -7.6687 -5.6528
H 2.0956 -7.3207 -2.6611
H 0.5129 -5.6569 -1.6077
H -1.0855 -3.6935 -1.9365
H -0.5643 -2.5148 -2.8730
H 2.0243 -2.4958 -2.0856
H 1.3581 -1.0456 -2.3690
H 3.0664 -0.7410 -0.8350
H 2.5240 -2.0654 0.2054
H 0.3964 0.8169 -1.2411
H 2.1779 1.1578 -0.6596
H -0.9802 2.6412 -0.6988
H -1.9909 4.1318 0.9176
H -1.8643 7.9435 0.8029
H -3.0937 8.9398 2.5806
H -3.1080 7.8944 4.7530
H 0.8738 2.9472 3.9560
H 2.0142 1.4503 2.0831
H -0.2849 -0.4527 1.2350
H 0.6542 -1.7613 1.2557
H -0.9692 -0.8864 -1.0861
H -2.5490 -2.7942 -0.6123
H -2.2940 -1.7820 0.7467
H -2.2595 -4.2219 1.4447
H -1.2998 -3.2960 1.9690
H 0.0721 -4.1961 0.1447
H 0.7514 -3.0488 -4.8861
H 2.2085 -4.5942 -6.0341

HOMO level   -7.9 eV
Spin multiplicity   1
Charge   0
SMILES string   Cc1ccc(CN2CCN(Cc3ccc(Oc4ncccn4)cc3)C[C@@H]2CCO)cc1

***

The winner here is arrangement b, beating the second structure by 15.3 kcal/mol.

***

Arrangement a

The following is a quantum chemistry calculation of C4H3FO in the gas phase, from the OMol25 dataset.

Positions of all 9 atoms, in Å:
O -1.6392 -1.5779 -0.1138
C -0.6873 -0.7929 -0.0741
C 0.7717 -0.9362 0.4324
C 1.0717 0.3638 0.1791
C -0.6207 0.7478 -0.4473
F -1.4958 1.5126 0.2557
H 1.4138 -1.7356 0.9200
H 1.6721 1.2569 0.2758
H -0.4864 1.1615 -1.4278

HOMO level   -10.2 eV
Spin multiplicity   1
Charge   0
SMILES string   O=C1C=C[C@@H]1F

***

Arrangement b

The following is a quantum chemistry calculation of C4H3FO in the gas phase, from the OMol25 dataset.

Positions of all 9 atoms, in Å:
O 0.5017 2.1750 -0.5031
C 0.2371 1.0662 -0.1897
C 0.8489 -0.3306 -0.3294
C -0.4473 -0.8800 0.2348
C -1.0264 0.2976 0.4681
F -2.1833 0.6711 0.9950
H 1.7254 -0.4893 0.3009
H 1.1043 -0.6125 -1.3500
H -0.7603 -1.8976 0.3734

HOMO level   -10.1 eV
Spin multiplicity   1
Charge   0
SMILES string   O=C1CC=C1F

***

The winner here is arrangement b, beating the second structure by 32.5 kcal/mol.

***

Arrangement a

The following is a quantum chemistry calculation of 2 unconnected molecules or ions with the total composition C4H12NS, from the OMol25 dataset.

Positions of all 18 atoms, in Å:
C 0.7132 1.2074 -1.1295
S -1.0581 0.7200 -1.0584
C -1.0093 -0.5183 -2.3942
H 0.8401 1.6348 -2.1344
H 1.3050 0.3046 -1.1159
H 0.9240 1.9289 -0.3922
H -1.9852 -1.0286 -2.3084
H -0.8894 0.0130 -3.3395
H -0.2026 -1.2522 -2.2477
C 0.2276 -1.3900 1.4654
C -0.3036 0.8526 2.2308
N 0.5577 -0.0370 1.8595
H 0.6364 -2.1033 2.2086
H 0.7688 -1.5955 0.5139
H -0.8575 -1.4009 1.3584
H -1.3524 0.6199 2.2149
H 0.1354 1.8335 2.4735
H 1.5499 0.2113 1.7952

HOMO level   -12.2 eV
Spin multiplicity   1
Charge   +1

***

Arrangement b

The following is a quantum chemistry calculation of 2 unconnected molecules or ions with the total composition C4H12NS, from the OMol25 dataset.

Positions of all 18 atoms, in Å:
C 0.5751 1.7975 2.3864
C -0.3325 -0.3018 1.5406
N -0.2749 0.5990 2.4316
H 0.7327 2.1344 3.4060
H 0.0615 2.5574 1.8032
H 1.5196 1.5616 1.9038
H 0.3616 -0.2625 0.7020
H -1.0460 -1.1142 1.6302
H -0.9259 0.5351 3.2098
C 1.2428 -1.1877 -2.0809
S 0.2511 0.3059 -1.9007
C -1.3821 -0.4234 -2.1317
H 1.1091 -1.6250 -3.0666
H 0.9917 -1.9328 -1.3282
H 2.2851 -0.8975 -1.9736
H -2.1338 0.3600 -2.1254
H -1.4446 -0.9644 -3.0702
H -1.5904 -1.1415 -1.3363

HOMO level   -12.0 eV
Spin multiplicity   1
Charge   +1

***

The winner here is arrangement b, beating the second structure by 5.1 kcal/mol.

***

Arrangement a

The following is a quantum chemistry calculation of 3 unconnected molecules or ions with the total composition C4H12NS, from the OMol25 dataset.

Positions of all 18 atoms, in Å:
C -0.1719 2.0477 2.3513
C 0.7459 0.9518 1.9677
C 1.7191 0.4767 2.7524
C -0.3530 -0.5388 -0.9310
S -1.0024 1.0450 -0.7796
N -0.7554 -3.1273 -3.7493
H -1.2077 1.7525 2.2840
H -0.0421 2.9145 1.6576
H 0.0648 2.5109 3.3193
H 0.5265 0.4007 1.0187
H 2.4387 -0.2349 2.3612
H 2.0153 0.8061 3.7359
H 0.2747 -0.3526 -1.8128
H -1.1157 -1.3362 -0.9102
H -0.3317 1.4562 -1.8884
H -1.7132 -3.5129 -3.6609
H -0.6069 -2.7756 -4.6996
H -0.4852 -2.4839 -3.0162

HOMO level   -13.0 eV
Spin multiplicity   1
Charge   +1

***

Arrangement b

The following is a quantum chemistry calculation of 2 unconnected molecules or ions with the total composition C4H12NS, from the OMol25 dataset.

Positions of all 18 atoms, in Å:
C 0.4974 -1.7591 -0.2887
C -0.2990 1.3056 -1.0558
C -1.5343 0.2625 0.8610
C 0.8230 -0.3670 0.3020
N -0.2176 0.7196 0.3431
S 2.4275 0.3469 0.1545
H 1.3254 -2.5092 0.0075
H -0.4898 -2.0917 0.1077
H 0.4980 -1.7104 -1.3615
H -0.6894 2.3013 -0.9928
H 0.5748 1.5947 -1.5402
H -0.9093 0.6516 -1.7913
H -2.1039 1.0045 1.5407
H -2.1066 -0.0027 0.0643
H -1.3795 -0.6371 1.5209
H 0.5065 -0.3900 2.2450
H 0.2111 1.3422 0.9956
H 2.8656 -0.0618 -1.1121

HOMO level (alpha / beta)   -13.6 / -13.6 eV
Spin multiplicity   1
Charge   +1

***

Arrangement c

The following is a quantum chemistry calculation of a molecular structure, C4H12NS, from the OMol25 dataset.

Positions of all 18 atoms, in Å:
C -2.8691 -0.1175 -0.6222
C 0.6435 -1.0568 1.1565
C 0.4944 1.6789 0.5506
C 1.7625 -0.2430 -1.2192
N -1.8688 -0.1362 0.2917
S 0.2611 -0.0312 -0.2958
H -3.9220 -0.0556 -0.3033
H -3.2573 -1.1776 -1.0993
H -2.6784 0.6118 -1.4581
H 0.5897 -2.1459 0.7734
H -0.2819 -1.0762 1.7837
H 1.5618 -0.7514 1.6746
H 1.2570 1.6994 1.3420
H -0.4967 1.6801 1.0365
H 0.7153 2.5166 -0.1910
H 2.6765 0.3206 -0.7614
H 1.4797 0.1629 -2.2180
H 2.0266 -1.2478 -1.2424

HOMO level (alpha / beta)   -13.3 / -13.4 eV
Spin multiplicity   1
Charge   +1

***

The winner here is arrangement b, beating the second structure by 14.3 kcal/mol.